An isolated molecule of C8H10O3S at a distorted geometry, computed with wB97M-V/def2-TZVPD.

Structure (ORCA input):
```
! wB97M-V def2-TZVPD RIJCOSX def2/J DEFGRID3
* xyz 0 3
S -1.319 -1.059 -0.800
O -0.808 -0.291 -1.885
O -2.377 -0.352 -0.164
O 0.622 0.276 2.098
C 0.269 2.422 1.090
C -1.841 -2.750 -1.385
C 2.160 1.714 -0.251
C -0.040 -1.430 0.363
C 1.420 2.813 0.454
C 1.860 0.418 -0.052
C -0.204 1.163 1.372
C 0.710 0.028 0.730
H 2.311 -0.252 -0.744
H -1.153 -3.015 -2.148
H -1.871 -3.287 -0.441
H -2.853 -2.714 -2.013
H -0.413 3.231 1.471
H 2.999 1.980 -1.033
H 0.624 -2.200 0.097
H -0.582 -1.656 1.339
H -1.265 1.190 1.639
H 1.750 3.771 0.263
*
```

The value obtained for the calculated total energy is -25428.244 eV. The value obtained for the highest occupied orbital energy (alpha / beta) is -0.211 / -0.358 Ha.